Record 1
49
Properties=species:S:1:pos:R:3 method="wB97M-V/def2-TZVPD" orbital_gap_ev="6.1 / 6.1" lumo_ev="-1.16 / -1.16"
Rh -2.59778 0.12731 -1.24788
C -1.07978 2.06189 2.23181
C -1.52790 1.12714 1.15932
N -1.92616 1.51549 -0.00299
N -1.96063 2.85135 -0.29471
C -2.70621 3.09295 -1.34673
N -2.80222 4.37716 -1.75047
S -3.60276 1.90864 -2.26631
C -1.55499 -0.33777 1.37395
C -1.22175 -0.93230 2.57841
C -1.24511 -2.31861 2.67275
C -1.59648 -3.06944 1.56649
C -1.94836 -2.40466 0.39899
N -1.94159 -1.08340 0.32150
H -0.81793 3.02003 1.79195
H -0.21886 1.65674 2.76546
H -1.87851 2.22864 2.95901
H -2.48184 5.09937 -1.12873
H -3.47001 4.61239 -2.46184
H -0.95348 -0.32523 3.43080
H -0.98641 -2.80255 3.60581
H -1.61782 -4.14922 1.59924
H -2.26312 -2.92020 -0.49912
Te -1.00155 0.43232 -3.33259
C 1.04183 0.04781 -3.18153
C 1.69809 -1.11047 -3.49954
C 3.11240 -0.96796 -3.51017
C 3.50925 0.29853 -3.19841
S 2.16786 1.31211 -2.89825
H 1.17525 -2.02762 -3.72982
H 3.80013 -1.76614 -3.75080
H 4.51679 0.68132 -3.15238
O -4.52830 -3.00677 -3.58269
C -3.96631 -2.18780 -2.92763
N -3.39200 -1.40089 -2.25540
O 0.59374 -0.54716 -0.38423
S 2.05370 -0.64279 -0.07197
C 2.50045 0.89859 0.79557
C 3.24084 0.51894 2.06780
C 2.49079 -0.68473 2.63707
C 2.24441 -1.62660 1.46260
H 1.53302 1.36449 1.00115
H 3.06078 1.53472 0.11481
H 3.27528 1.35403 2.76890
H 4.27387 0.24449 1.83960
H 1.53734 -0.35904 3.05851
H 3.05058 -1.17642 3.43342
H 1.32939 -2.21257 1.53971
H 3.08206 -2.30608 1.29952

***

Record 2
41
Properties=species:S:1:pos:R:3 method="wB97M-V/def2-TZVPD" orbital_gap_ev=9.0 lumo_ev=0.67 smiles="CC[C@@H](C)c1ccc(OCc2ccc(C(=O)OC)o2)cc1"
C -5.39527 -0.43485 0.50554
C -4.68222 0.91068 0.55189
C -3.60317 1.02769 -0.53350
C -2.98232 2.42709 -0.53233
C -2.53664 -0.02472 -0.35892
C -1.72960 -0.05318 0.76926
C -0.73544 -1.00132 0.92597
C -0.52265 -1.95230 -0.06335
O 0.42742 -2.94452 -0.01984
C 1.54939 -2.77912 0.82416
C 2.43079 -1.66600 0.34827
C 3.61703 -1.68724 -0.33957
C 3.94295 -0.34389 -0.60301
C 2.92526 0.40687 -0.06349
C 2.70766 1.85381 -0.08346
O 3.47950 2.65083 -0.55936
O 1.53542 2.18342 0.47585
C 1.21214 3.56439 0.47166
O 2.01494 -0.40268 0.51638
C -1.33865 -1.94652 -1.19162
C -2.32923 -0.99613 -1.33103
H -5.87570 -0.57936 -0.45989
H -6.15759 -0.48941 1.27944
H -4.68678 -1.24582 0.65927
H -4.22583 1.04450 1.53438
H -5.41070 1.71296 0.41203
H -4.08362 0.86852 -1.50546
H -2.19928 2.49265 -1.28450
H -3.73894 3.17758 -0.75177
H -2.54652 2.65412 0.43744
H -1.86745 0.67855 1.55109
H -0.13083 -0.97418 1.81825
H 1.24297 -2.61220 1.86480
H 2.09322 -3.72398 0.75898
H 4.17863 -2.55516 -0.61728
H 4.79818 0.03625 -1.12193
H 1.88375 4.11432 1.13465
H 0.18590 3.63629 0.82218
H 1.30401 3.97299 -0.53676
H -1.17451 -2.69626 -1.94980
H -2.94711 -1.00498 -2.21775

***

Record 3
48
Properties=species:S:1:pos:R:3 method="wB97M-V/def2-TZVPD" orbital_gap_ev="7.2 / 7.5" lumo_ev="-6.36 / -6.01" spin_multiplicity=3 charge=+2
V -0.57347 0.07128 -0.37159
C -2.37725 0.14272 2.54368
C -0.96450 -0.32520 2.69307
C -0.45932 -0.72554 3.94295
C 0.82684 -1.17731 4.05987
C 1.65918 -1.24994 2.92256
C 3.01135 -1.68834 2.90249
Br 3.84598 -2.24246 4.49107
C 3.71496 -1.70900 1.73150
C 3.11266 -1.30478 0.52023
Br 4.10117 -1.34826 -1.07309
C 1.81002 -0.88528 0.49436
O 1.15612 -0.48552 -0.62496
C 1.09134 -0.84673 1.70680
N -0.19896 -0.38120 1.60991
H -2.70557 0.68156 3.43049
H -3.04021 -0.71703 2.42023
H -2.49809 0.79184 1.67469
H -1.10398 -0.66957 4.80881
H 1.21522 -1.48178 5.02286
H 4.74352 -2.04086 1.72078
C -0.19525 -3.41012 -2.28343
N -1.33127 -2.77485 -2.95266
C -1.70109 -2.99600 -4.26608
C -2.83127 -2.29274 -4.49284
N -3.12840 -1.65124 -3.31219
C -2.21436 -1.94786 -2.37761
S -2.29953 -1.47446 -0.70835
H 0.44843 -3.84000 -3.04475
H -0.55040 -4.19366 -1.61732
H 0.36501 -2.66872 -1.71996
H -1.13078 -3.63482 -4.91667
H -3.43904 -2.19737 -5.37442
H -3.93411 -1.07127 -3.13593
C -0.74046 4.39986 0.77568
As 0.17068 3.32824 -0.50640
C 1.91359 2.84092 0.09501
C 0.23775 4.19167 -2.19903
O -0.73386 1.88752 -0.71284
H -0.21875 5.34949 0.88869
H -0.75969 3.87485 1.72863
H -1.75484 4.57487 0.42239
H 2.53339 3.73237 0.18247
H 2.34869 2.15123 -0.62757
H 1.82754 2.35699 1.06743
H 0.80030 5.11982 -2.10514
H -0.77857 4.40566 -2.52357
H 0.72926 3.53103 -2.91029

***

Record 4
54
Properties=species:S:1:pos:R:3 method="wB97M-V/def2-TZVPD" orbital_gap_ev="3.4 / 6.1" lumo_ev="4.71 / 4.67" spin_multiplicity=4 charge=-2
Pd 0.50605 -0.19589 -0.87297
O 3.82661 -0.66187 1.32726
As 3.08470 -1.34563 -0.19509
O 4.08094 -2.63428 -0.41436
O 1.56189 -1.85750 0.17898
C 3.51682 0.00752 -1.53111
C 4.52058 -0.32432 -2.44025
C 5.07898 0.61864 -3.27888
C 4.63660 1.95508 -3.22933
C 3.63272 2.28933 -2.33960
C 3.07767 1.34169 -1.50012
S 1.84623 1.93700 -0.36259
O 0.60237 2.02551 -1.15952
O 2.28021 3.25165 0.09195
O 1.72358 0.97340 0.72981
H 4.19383 -1.44935 1.74122
H 4.87511 -1.34822 -2.43888
H 5.87190 0.33901 -3.96171
H 5.09382 2.70538 -3.86235
H 3.26367 3.30077 -2.24129
O -1.70795 0.11042 -1.51761
N -2.31388 -0.99270 -1.95773
C -3.69094 -0.98264 -2.02114
C -4.39989 -2.10179 -2.36563
C -3.72431 -3.27861 -2.68948
C -2.31189 -3.23514 -2.72625
C -1.61176 -2.09448 -2.39184
S 0.10044 -1.95108 -2.59210
H -4.13768 -0.03342 -1.77168
H -5.48237 -2.04820 -2.39633
H -4.25543 -4.18467 -2.94439
H -1.74569 -4.09312 -3.04893
C -0.01124 -0.24638 2.57490
N -0.69601 -0.49173 3.85303
C -1.86171 0.37835 3.90715
N -2.78623 0.15068 2.80162
C -2.05059 0.38350 1.54652
N -0.89454 -0.49413 1.43801
C -1.33768 -1.88443 1.48968
N -2.05189 -2.16788 2.74486
C -1.14808 -1.87561 3.85050
C -3.18285 -1.25367 2.82508
H 0.85898 -0.90189 2.49155
H 0.33286 0.78919 2.54767
H -1.52412 1.41993 3.87436
H -2.39581 0.20478 4.85331
H -1.70966 1.42250 1.51864
H -2.72267 0.20488 0.70322
H -0.46276 -2.53691 1.41406
H -2.01750 -2.08754 0.65497
H -0.27079 -2.52414 3.77087
H -1.67031 -2.08319 4.79522
H -3.72943 -1.44617 3.75909
H -3.84187 -1.44407 1.97211

***

Record 5
49
Properties=species:S:1:pos:R:3 method="wB97M-V/def2-TZVPD" orbital_gap_ev=4.6 lumo_ev=-0.47
Cl 2.00982 -0.13171 -3.03207
B 3.04872 0.22794 -1.60309
Cl 4.44964 -0.86920 -1.35959
Cl 3.31861 1.96624 -1.22240
O 1.88104 -0.32902 -0.13695
C 1.14208 -1.33522 -0.13089
C 1.62606 -2.63946 -0.40836
C 2.58394 -3.23840 0.40734
C 3.18419 -4.38914 -0.08462
C 2.75966 -4.93516 -1.30944
Cl 3.57847 -6.27458 -1.93651
C 1.72229 -4.34714 -2.04738
C 1.13709 -3.17905 -1.58929
H 0.00961 -1.20958 -0.37561
H 2.87262 -2.74397 1.34090
H 4.00289 -4.82465 0.46859
H 1.41652 -4.77711 -2.98875
H 0.37994 -2.62382 -2.15250
C -4.20023 -0.85535 0.94146
C -2.79899 -1.10252 1.21997
C -2.01884 -1.14668 2.35587
C -0.72769 -1.55737 1.88784
C -0.77473 -1.88820 0.54435
B 0.17632 2.10341 0.01519
O 0.12081 1.47387 -1.17537
C -0.98065 2.03039 -1.96664
C -1.83874 2.84810 -0.99959
N -1.00113 3.02801 0.26036
C -1.76285 2.74905 1.51965
C 0.04561 4.14375 0.44723
C 1.14135 3.44877 1.33828
O 1.11859 2.03274 0.98484
O -2.03521 -1.52148 0.10192
H -4.82886 -1.00421 1.82708
H -4.42568 0.15380 0.55013
H -4.47974 -1.59446 0.18182
H -2.35443 -0.95182 3.41912
H 0.27018 -1.38144 2.36364
H -0.57347 2.63657 -2.78802
H -1.52509 1.16540 -2.35111
H -2.18149 3.79403 -1.42904
H -2.73263 2.29130 -0.68914
H -2.26575 3.64215 1.94793
H -2.53906 1.99426 1.30961
H -1.07623 2.31564 2.26094
H 0.48046 4.52249 -0.49133
H -0.38622 4.97012 1.01612
H 2.17547 3.78869 1.15345
H 0.85572 3.52401 2.40405

***

Computed electronic energy (a.u.) in order:
-2657.199655, -960.739000, -9700.759942, -4620.801300, -2906.479659
Computed energy above the lowest of the compared OMol25 structures with the same formula, charge and spin (kcal per mole) in order:
17.3, 0.6, 0.0, 42.4, 161.9